[1]
DFT (ωB97M-V with the def2-TZVPD basis set) results for a 6-piece molecular cluster, C27H57N3O9 overall in a non-equilibrium geometry.

XYZ file:
```
96
Properties=species:S:1:pos:R:3
C -1.84100 9.26068 -19.81983
C -2.61091 8.34516 -20.77361
C -4.07431 8.18475 -20.56964
N -4.62080 7.17624 -21.55465
C -3.97176 5.83789 -21.22388
C -6.11417 7.05957 -21.37174
C -6.62752 6.21724 -22.52171
C -5.89386 6.99218 -23.65332
C -4.50686 7.38540 -23.07288
H -2.07136 8.95599 -18.78951
H -1.96130 10.34362 -19.82788
H -0.77995 9.01820 -19.89196
H -2.05132 7.41438 -20.68105
H -2.50061 8.68242 -21.80672
H -4.65142 9.09056 -20.76580
H -4.30292 7.84448 -19.55796
H -4.50191 5.06043 -21.76810
H -4.10083 5.51044 -20.19006
H -2.90100 5.75329 -21.40445
H -6.28682 6.75441 -20.33687
H -6.53268 8.06759 -21.37657
H -6.32996 5.17172 -22.47808
H -7.70802 6.18910 -22.64579
H -5.86492 6.32438 -24.51375
H -6.42357 7.88356 -23.98149
H -3.61054 7.00978 -23.58177
H -4.42690 8.45380 -23.28660
C 5.76905 11.51357 -14.53630
C 4.72449 11.54212 -15.68207
C 5.14806 10.64112 -16.83670
N 4.27578 10.83062 -18.07753
C 2.90243 10.22409 -17.87087
C 4.89448 10.22240 -19.35388
C 4.30946 11.01685 -20.51860
C 3.61050 12.23918 -19.93161
C 4.05507 12.28186 -18.48169
H 5.35800 12.00705 -13.65990
H 6.62121 12.10120 -14.87698
H 6.04063 10.47078 -14.38250
H 4.69958 12.57503 -16.03105
H 3.75537 11.28381 -15.25552
H 5.04649 9.57655 -16.63393
H 6.17556 10.84649 -17.13143
H 2.47066 10.64082 -16.96132
H 3.00856 9.14892 -17.75427
H 2.23521 10.46673 -18.69196
H 4.74298 9.14632 -19.38644
H 5.93275 10.51593 -19.20836
H 3.64442 10.37093 -21.09513
H 5.12736 11.18249 -21.21952
H 2.52693 12.19649 -20.04252
H 3.87052 13.17891 -20.41950
H 3.44355 12.81656 -17.75893
H 5.03145 12.77050 -18.43005
C -2.62268 5.28822 -17.64265
C -1.24100 5.66599 -17.08694
C -0.15714 4.85081 -17.80950
N 1.23282 5.04507 -17.22723
C 1.51046 6.51419 -17.04596
C 2.25135 4.49111 -18.24841
C 3.27270 3.70765 -17.46129
C 2.44225 3.12384 -16.34354
C 1.46316 4.25993 -15.96237
H -2.71231 5.78699 -18.60709
H -3.44361 5.58623 -16.99030
H -2.75164 4.20935 -17.76033
H -1.25498 5.56653 -16.00063
H -1.23053 6.72372 -17.35037
H -0.08869 5.25874 -18.82128
H -0.29936 3.77552 -17.90182
H 0.77400 6.98471 -16.40144
H 1.51831 6.92261 -18.05871
H 2.50097 6.56606 -16.59782
H 2.64945 5.26831 -18.89910
H 1.70944 3.76737 -18.85980
H 4.06384 4.34317 -17.05521
H 3.73480 2.95487 -18.09698
H 3.00691 2.80904 -15.46880
H 1.78248 2.31829 -16.67951
H 1.99573 4.90691 -15.26666
H 0.54274 3.89506 -15.51412
O 0.03411 7.36958 -24.62363
C -1.09190 6.65133 -24.30475
O -1.95489 6.52631 -25.20005
O -1.23572 6.27532 -23.10809
H 0.63900 7.36719 -23.84799
O 4.74435 6.54612 -17.65730
C 6.09725 6.24473 -17.74214
O 6.85918 7.10248 -18.24382
O 6.46303 5.15755 -17.22367
H 4.84510 7.42113 -18.09824
O 0.52930 7.00750 -20.90180
C 1.81051 7.33517 -21.29310
O 2.01845 7.25154 -22.53389
O 2.66779 7.67717 -20.44738
H 0.25058 6.93518 -21.85499
```

Energy above the lowest of the compared OMol25 structures with the same formula, charge and spin in eV: 2.652
Lowest unoccupied orbital energy in eV: -0.267
HOMO energy in eV: -6.85
E_tot in eV: -51818.6672
Kohn-Sham gap in eV: 6.584

---

[2]
DFT (ωB97M-V with the def2-TZVPD basis set) results for C27H57N4O6Tl as an isolated structure in a non-equilibrium geometry.

XYZ file:
```
95
Properties=species:S:1:pos:R:3
Tl 1.77471 1.17595 -3.43538
N 0.10383 -0.68266 -1.15555
O -0.71616 -0.94625 -0.29443
O -0.22229 -0.69994 -2.38277
O 1.25469 -0.25705 -0.91822
C 4.49709 -1.53125 3.65825
C 3.19114 -0.73484 3.43641
C 2.09318 -1.11668 4.40182
C 2.27319 -0.42882 5.75425
C 2.08535 1.04692 5.49222
C 3.14927 1.60932 4.51497
N 3.32157 0.73072 3.35911
O 4.30680 1.17618 2.50923
C 2.60929 2.97138 4.00120
C 4.45657 1.74962 5.32760
C 2.69828 -1.18146 2.02683
H 4.30903 -2.57634 3.88992
H 5.03366 -1.08306 4.49639
H 5.14600 -1.51036 2.78477
H 1.06419 -1.05021 4.04504
H 2.21140 -2.18185 4.63091
H 3.20502 -0.83766 6.16210
H 1.57381 -0.82001 6.49803
H 2.18370 1.52963 6.46804
H 1.05134 1.15300 5.16659
H 2.99858 3.24338 3.02391
H 1.52748 2.83687 3.90195
H 2.67658 3.78197 4.72314
H 5.36992 2.11847 4.85339
H 4.39879 2.14614 6.33753
H 4.81673 0.71877 5.46441
H 2.52661 -2.25314 1.96245
H 3.33878 -0.74953 1.25622
H 1.71856 -0.77349 1.74930
H 3.86361 1.09123 1.64291
C -1.84039 1.91829 1.73605
C -3.30541 2.02911 1.19768
C -4.16060 2.09505 2.51729
C -5.61043 2.38311 2.30117
C -5.67555 3.72022 1.54273
C -4.87697 3.75632 0.21742
N -3.51656 3.27377 0.50433
O -2.63000 3.48740 -0.55266
C -5.65386 2.94431 -0.85237
C -4.76640 5.23480 -0.17948
C -3.64595 0.76891 0.37637
H -1.29498 1.19461 1.13166
H -1.34276 2.88925 1.67910
H -1.80350 1.62190 2.78088
H -4.07338 1.08576 2.93496
H -3.65712 2.75836 3.21816
H -6.18936 1.65273 1.73275
H -6.12490 2.48209 3.25850
H -5.18377 4.49547 2.14331
H -6.68719 4.10184 1.41347
H -6.48986 2.38453 -0.44196
H -5.02697 2.18561 -1.32670
H -5.93287 3.59829 -1.67684
H -4.10809 5.82671 0.45350
H -5.73101 5.72630 -0.29113
H -4.34616 5.27094 -1.19040
H -2.98601 -0.07004 0.60151
H -4.68624 0.45682 0.41389
H -3.36092 0.95232 -0.66537
H -1.98013 4.06935 -0.11931
C 0.45146 -3.33536 -6.67614
C 0.06035 -2.51234 -5.41150
C -0.84970 -3.36962 -4.59476
C -0.21872 -4.43306 -3.69234
C 1.04510 -3.89825 -3.03032
C 2.04501 -3.15495 -3.93152
N 1.27198 -2.14858 -4.66340
O 2.11453 -1.32253 -5.42649
C 3.02212 -2.42691 -2.99439
C 2.93693 -4.09417 -4.77015
C -0.69974 -1.27077 -5.87756
H 1.29094 -2.92848 -7.24806
H -0.37442 -3.45548 -7.37295
H 0.81770 -4.32370 -6.39327
H -1.55832 -2.83831 -3.95038
H -1.55938 -3.84417 -5.28128
H 0.01060 -5.38094 -4.18112
H -0.94330 -4.63848 -2.90558
H 1.59267 -4.78164 -2.67908
H 0.86162 -3.34927 -2.10565
H 2.58683 -1.47504 -2.67794
H 3.29584 -2.99626 -2.10570
H 3.99121 -2.19973 -3.44685
H 3.61915 -4.60875 -4.09399
H 2.44158 -4.88050 -5.34205
H 3.56625 -3.58338 -5.50473
H -1.48077 -1.46513 -6.60887
H -0.04629 -0.50789 -6.30419
H -1.19513 -0.81902 -5.01279
H 2.70092 -1.91634 -5.92798
```

Energy above the lowest of the compared OMol25 structures with the same formula, charge and spin in eV: 1.143
Lowest unoccupied orbital energy in eV: -11.090
HOMO energy in eV: -12.84
E_tot in eV: -51834.9587
Total charge: +2
Kohn-Sham gap in eV: 1.752